Record 1
86
Properties=species:S:1:pos:R:3:forces:R:3 method="wB97M-V/def2-TZVPD" gap_ev="2.63 / 5.41" e_lumo_ev="3.2 / 3.2" spin_multiplicity=2 de_lowest_ev=4.475 s2=0.77 total_charge=-2
Na -1.1338 -2.8022 2.6467 0.0 0.4 -0.1
N -1.3722 0.9417 4.8946 0.1 0.3 0.6
C -0.3010 1.1279 5.8594 -1.5 0.5 0.0
C 0.1322 2.4163 6.2369 -0.2 -0.6 -1.7
C 0.8110 2.5940 7.4177 0.1 -0.5 1.3
C 0.9097 1.4852 8.3022 0.5 0.3 -0.2
C 0.6027 0.1760 7.8863 0.2 2.6 -1.3
C 0.0606 0.0315 6.6060 -0.3 -0.8 0.8
S -0.3832 -1.6099 6.0896 1.9 -0.4 1.1
N -1.5011 -1.4030 4.9515 -3.1 1.2 -0.7
C -2.0480 -0.2351 4.7067 3.2 -2.0 -0.9
C -3.2788 -0.2195 3.9051 -1.3 1.1 0.6
C -4.2334 0.7551 4.1983 0.4 1.0 -0.6
C -5.3893 0.7724 3.4268 0.2 0.2 0.6
C -5.5968 -0.1741 2.4485 -0.8 -0.3 -0.4
C -4.6327 -1.1429 2.2822 0.3 -0.3 0.3
N -3.5278 -1.1531 3.0225 0.9 -1.5 -1.0
H -1.6746 1.6863 4.2846 0.4 0.6 -0.1
H -0.0078 3.1723 5.4531 -0.1 0.1 0.6
H 1.2221 3.5815 7.7283 -0.5 -0.9 -0.3
H 1.2819 1.6806 9.3096 0.1 -0.3 -0.3
H 0.8732 -0.6671 8.4507 0.0 -0.9 0.9
H -3.9508 1.5959 4.8540 -0.5 -0.7 -0.1
H -6.1348 1.5205 3.5989 -0.3 0.4 0.1
H -6.5196 -0.2007 1.8490 0.6 0.1 0.3
H -4.7600 -1.9658 1.5687 0.2 0.4 0.2
S 2.0410 3.0375 -0.1907 -0.9 -0.6 1.8
Sb 0.7741 2.1017 1.5569 0.7 1.2 -0.5
S -0.1667 4.1488 3.0414 0.9 -0.1 0.1
S -1.5429 3.0931 1.9451 -0.5 -0.6 -0.7
B 2.9468 -2.0113 0.5496 -1.6 -2.8 0.0
C 1.4617 -1.7264 1.1598 -1.0 2.0 0.0
N 0.4166 -1.3339 1.5457 1.6 -1.3 -0.4
H 3.0405 -3.1981 0.9857 0.5 0.6 0.0
H 2.8395 -2.2845 -0.6641 0.1 0.8 0.8
H 3.7807 -1.3104 1.0033 0.3 0.6 0.0
N 2.3695 -5.1095 -1.7418 -0.2 -0.4 0.1
C 1.6457 -5.4072 -0.8826 1.2 0.7 -1.5
C 0.7826 -5.6721 0.1621 -0.3 -0.3 -0.4
C 0.7763 -6.9563 0.8356 -0.6 0.9 0.8
C -0.0769 -7.0399 1.9236 -0.7 -1.3 0.3
C -0.9478 -5.9986 2.2357 0.9 -3.0 1.5
N -0.9033 -4.8643 1.6013 -0.5 4.4 -2.7
C -0.1208 -4.7051 0.5116 -0.7 -0.3 1.9
H 1.4563 -7.6921 0.5094 0.5 -0.9 -0.1
H -0.1861 -7.9880 2.4955 0.3 0.7 -0.4
H -1.6267 -6.0087 3.0654 -0.2 -0.5 0.5
H -0.2050 -3.7417 0.0282 0.3 0.0 -0.2
C -0.2634 3.6175 -4.9360 0.9 0.0 -0.2
C 0.8033 3.5023 -3.7771 -1.2 0.5 -0.7
C 0.1567 4.4120 -2.6395 0.4 -0.6 -0.7
C 2.2165 3.9990 -4.1560 -0.7 0.4 -0.3
P 0.8740 1.6975 -3.2357 0.2 0.8 2.7
C -0.2939 0.7939 -4.2246 -2.4 -1.4 -1.1
C -0.4100 0.5564 -5.6331 -0.9 -1.4 1.6
C -1.3891 -0.3219 -6.1532 0.2 1.0 1.2
C -2.3281 -0.8745 -5.2433 -0.3 0.6 -0.6
C -2.3879 -0.5228 -3.8898 1.6 -0.3 0.0
C -1.3370 0.2570 -3.3888 0.3 1.3 -0.5
C 2.4870 0.8172 -3.5010 -0.1 -0.9 -0.7
C 3.7105 1.4400 -2.8623 1.7 -0.1 -1.3
C 2.3622 -0.5576 -2.7090 0.3 0.8 -0.7
C 2.6795 0.5322 -5.0126 2.3 -1.3 -0.2
H -0.4098 4.6776 -5.1887 -0.2 -0.1 0.3
H -1.2336 3.1258 -4.6829 0.8 0.6 -0.1
H 0.0962 3.1696 -5.8686 0.0 -0.2 0.1
H 0.2322 5.5050 -2.8942 0.0 -1.0 0.0
H 0.7138 4.2032 -1.7347 -0.2 0.3 0.3
H -0.9165 4.1362 -2.4904 0.8 0.2 -0.1
H 2.0966 4.9410 -4.6786 0.0 0.6 -0.1
H 2.7131 3.3562 -4.8906 0.0 -0.2 0.4
H 2.8460 4.2109 -3.2777 -0.2 -0.4 -0.3
H 0.3007 0.9690 -6.2932 0.6 0.4 -0.6
H -1.4100 -0.4504 -7.2548 -0.2 -0.3 0.9
H -3.1302 -1.4743 -5.6380 -0.1 -0.4 -0.2
H -3.0542 -0.9749 -3.1423 -0.1 0.3 -0.8
H -1.3458 0.6585 -2.3526 0.1 -0.8 -0.6
H 3.5241 1.9436 -1.9515 -0.4 0.3 1.1
H 4.2670 2.1568 -3.5123 -0.5 -0.4 0.2
H 4.4079 0.5887 -2.6587 -0.3 0.8 -0.1
H 2.4068 -0.3566 -1.6292 0.1 -0.1 -0.4
H 3.2109 -1.2538 -3.0060 -1.1 0.8 0.4
H 1.3986 -0.9983 -2.9316 -0.1 -0.5 0.0
H 2.2313 1.2191 -5.7295 -0.1 0.1 0.3
H 2.3650 -0.5148 -5.2328 -0.1 0.8 0.0
H 3.8066 0.5170 -5.2538 -1.4 0.1 0.3

=====

Record 2
90
Properties=species:S:1:pos:R:3:forces:R:3 method="wB97M-V/def2-TZVPD" gap_ev=8.56 e_lumo_ev=0.4 smiles=c1cc[nH]c1.c1cc[nH]c1.c1cc[nH]c1.c1cc[nH]c1.c1cc[nH]c1.c1cc[nH]c1.CC#N.CC#N.CC#N.CC#N.CC#N spin_multiplicity=1 de_lowest_ev=0.000 total_charge=0
C 0.4034 2.5767 2.6816 -0.4 -0.8 -0.7
C -0.5958 2.2440 3.6399 1.0 0.5 0.9
C -0.0127 2.5230 4.8526 -0.5 0.2 0.8
N 1.2489 3.0148 4.6800 -0.2 -0.2 -0.9
C 1.5132 3.0383 3.3286 0.0 -0.2 0.2
H 0.3352 2.2948 1.6396 0.1 0.5 0.0
H -1.6070 1.8920 3.5404 0.0 -0.2 -0.3
H -0.4018 2.4350 5.8579 -0.1 0.0 -0.2
H 1.8373 3.4094 5.3853 0.0 -0.1 0.2
H 2.4890 3.2722 2.9406 0.0 0.1 0.1
C -0.0276 -0.1222 -3.5875 0.9 -0.5 -0.2
C 0.3020 -0.6222 -4.8784 -0.7 0.0 -0.3
C 0.2552 0.4410 -5.7494 0.1 -0.2 0.2
N -0.0090 1.5638 -5.0136 0.3 0.0 -0.1
C -0.1298 1.2315 -3.6955 -0.7 0.4 0.4
H -0.0642 -0.7318 -2.7007 -0.1 0.2 0.1
H 0.3883 -1.6659 -5.1344 0.2 0.1 -0.1
H 0.3653 0.4974 -6.8183 0.1 0.0 0.0
H -0.0666 2.4874 -5.3987 0.0 0.1 0.1
H -0.3606 1.9664 -2.9399 0.1 0.1 -0.1
C -1.5449 -3.8361 3.0848 0.1 0.9 0.5
C -1.8239 -5.1828 2.7983 0.0 -0.2 -0.5
C -2.2390 -5.2341 1.4817 0.1 -0.1 0.6
N -2.2338 -3.9574 0.9907 -0.1 -0.5 0.1
C -1.8134 -3.0904 1.9658 -0.3 -0.2 -0.8
H -1.2244 -3.4317 4.0333 0.1 0.0 -0.1
H -1.7114 -5.9931 3.4978 -0.1 -0.2 -0.2
H -2.5327 -6.0919 0.9012 -0.1 0.1 -0.2
H -2.6008 -3.7075 0.0830 0.1 0.2 0.0
H -1.7452 -2.0488 1.6934 0.1 0.1 0.4
C -3.9737 -3.0014 -2.1089 0.7 0.1 -0.4
C -4.9483 -2.4064 -1.2921 -0.5 0.0 1.0
C -4.3393 -1.4073 -0.5686 0.3 -0.1 -0.4
N -3.0390 -1.3458 -0.9809 -0.2 0.3 0.6
C -2.7882 -2.3107 -1.9128 -0.3 0.0 0.0
H -4.1264 -3.8161 -2.7973 0.1 0.0 0.0
H -5.9605 -2.7447 -1.1322 0.0 0.1 -0.2
H -4.6464 -0.7572 0.2320 -0.3 -0.1 -0.1
H -2.3928 -0.7042 -0.5367 0.3 -0.2 -0.4
H -1.8279 -2.3744 -2.3954 0.0 -0.1 0.0
C 5.0286 -1.6782 -1.3956 -0.2 0.5 0.4
C 5.7606 -2.3005 -0.3453 -0.2 0.1 -0.4
C 7.0892 -2.1265 -0.6313 -0.2 -0.6 0.6
N 7.1867 -1.4489 -1.8001 -0.2 0.5 0.0
C 5.9259 -1.0996 -2.2526 0.9 -0.8 -0.2
H 3.9560 -1.5929 -1.4182 0.0 -0.2 -0.3
H 5.3199 -2.8605 0.4623 0.2 0.1 0.1
H 7.9348 -2.4875 -0.0697 0.2 0.1 -0.2
H 8.0519 -1.1366 -2.1989 0.0 0.0 -0.1
H 5.8781 -0.6685 -3.2385 -0.4 0.2 0.1
C -3.8926 0.4642 2.3967 1.0 -0.4 -0.2
C -4.8862 1.4681 2.4743 -0.3 -0.4 0.2
C -5.7780 1.0558 3.4371 0.0 0.6 -0.4
N -5.3660 -0.1467 3.9168 0.8 -0.1 0.2
C -4.1649 -0.5042 3.3248 -1.3 0.2 0.2
H -3.0375 0.4011 1.7364 0.0 0.3 0.0
H -4.9688 2.3648 1.8848 0.0 0.0 0.0
H -6.6285 1.6080 3.7999 -0.1 -0.3 0.1
H -5.7624 -0.6586 4.6820 -0.2 0.1 0.0
H -3.7228 -1.4407 3.6170 0.3 0.0 -0.3
C 2.5236 5.1570 0.6332 -0.7 0.7 -0.4
C 1.9279 4.1432 -0.2243 0.2 -0.3 0.3
N 1.4745 3.3226 -0.8861 -0.1 0.0 0.0
H 2.0974 6.1108 0.3068 0.2 0.0 0.0
H 3.6019 5.1976 0.5131 0.0 -0.1 0.1
H 2.1869 5.0471 1.6599 0.2 -0.3 0.1
C 1.8186 -0.0989 -0.4133 -0.2 0.4 0.7
C 0.3942 0.0684 -0.1036 0.6 -0.2 -0.3
N -0.7212 0.1650 0.1394 -0.2 0.1 0.1
H 2.3059 0.8684 -0.2915 -0.1 0.1 -0.3
H 1.9640 -0.5024 -1.4108 -0.1 0.0 0.0
H 2.2659 -0.7337 0.3521 0.0 -0.2 -0.2
C 3.3224 2.0155 -3.0884 0.8 0.5 -0.5
C 3.7914 3.1769 -3.8694 0.0 -0.4 0.2
N 4.1579 4.0784 -4.4779 0.0 0.0 0.0
H 3.7053 1.1051 -3.5479 -0.3 0.0 -0.2
H 2.2395 2.0617 -3.0621 0.0 -0.3 0.3
H 3.7923 2.0577 -2.1079 -0.4 0.1 0.2
C 1.0204 -3.6148 0.3594 0.3 -0.4 -0.1
C 1.4346 -3.5328 -1.0268 0.1 0.1 -0.6
N 1.7120 -3.4196 -2.1370 0.0 0.0 0.2
H 1.8679 -3.8739 0.9939 0.0 0.2 0.0
H 0.2968 -4.4249 0.4476 -0.2 0.3 0.2
H 0.6063 -2.6467 0.6290 -0.2 -0.2 0.3
C -2.2178 3.3997 0.2226 0.1 0.2 -0.2
C -1.5750 4.5678 0.8300 -0.4 -0.8 -0.2
N -1.1108 5.4799 1.3383 0.4 0.6 0.2
H -1.5442 2.9038 -0.4754 0.1 0.1 0.1
H -3.0965 3.7276 -0.3318 0.0 0.0 0.0
H -2.5163 2.6778 0.9800 0.0 0.1 0.1

=====

Record 3
24
Properties=species:S:1:pos:R:3:forces:R:3 method="wB97M-V/def2-TZVPD" gap_ev=8.73 e_lumo_ev=0.4 smiles="[H]/N=C(/N(N)c1ccccc1S)S(=O)(=O)O" spin_multiplicity=1 de_lowest_ev=0.000 total_charge=0
H -0.0936 3.3220 -0.2656 -0.1 0.1 0.1
N 0.1052 2.3435 -0.4345 0.2 0.1 -0.6
C -0.3603 1.5781 0.4356 -0.4 1.3 0.8
N -0.3121 0.2509 0.5073 0.0 -1.1 0.0
N -0.8984 -0.4572 1.5613 0.1 0.0 0.7
C 0.3396 -0.5303 -0.4812 0.1 -0.3 -0.3
C 1.5796 -0.1537 -0.9731 0.0 0.0 0.0
C 2.2056 -0.9206 -1.9389 0.0 0.0 0.0
C 1.5945 -2.0704 -2.4105 0.0 0.0 0.0
C 0.3605 -2.4546 -1.9219 0.1 0.1 0.0
C -0.2806 -1.6869 -0.9579 -0.1 0.1 0.1
S -1.8722 -2.1091 -0.3435 -0.3 -0.4 0.0
S -1.2387 2.3344 1.8807 0.0 0.7 1.3
O -1.1997 3.7582 1.7274 0.2 -0.2 -0.2
O -2.5030 1.7342 2.2126 0.4 0.1 -0.4
O -0.1660 1.9498 3.0587 -0.4 -0.4 -1.1
H -1.8358 -0.1143 1.7608 0.2 -0.2 -0.2
H -0.3397 -0.3700 2.4080 0.0 0.0 -0.2
H 2.0393 0.7469 -0.6008 0.1 0.1 0.0
H 3.1694 -0.6222 -2.3181 0.1 0.0 0.0
H 2.0785 -2.6731 -3.1631 0.1 -0.1 -0.1
H -0.1185 -3.3478 -2.2978 0.0 0.0 0.0
H -2.0563 -3.1184 -1.1998 -0.1 0.0 -0.2
H -0.1974 2.6104 3.7542 -0.1 0.5 0.2

=====

Record 4
84
Properties=species:S:1:pos:R:3:forces:R:3 method="wB97M-V/def2-TZVPD" gap_ev="7.17 / 7.53" e_lumo_ev="0.1 / 0.1" spin_multiplicity=5 de_lowest_ev=1.354 s2=6.02 total_charge=0
Cr 0.2665 0.0277 0.5322 0.3 0.1 0.0
C 2.5530 -1.3686 2.9017 0.0 0.0 0.0
C 3.6209 -0.8895 1.9517 0.0 -0.1 0.1
C 4.8162 -1.5885 1.8481 0.0 0.0 0.0
C 5.8596 -1.1030 1.0733 -0.1 0.0 0.0
C 5.7128 0.1110 0.4263 0.0 0.0 0.0
C 4.5289 0.8421 0.5102 0.1 0.0 0.0
C 4.4642 2.1948 -0.1442 0.0 0.0 0.0
C 3.4607 0.3103 1.2434 -0.1 0.1 -0.3
N 2.1707 0.8974 1.2792 -0.2 0.2 0.1
C 2.0174 2.0815 1.8855 -0.3 0.0 0.1
O 2.8389 2.9099 2.2728 0.2 -0.1 0.0
C 0.5542 2.3146 2.2630 0.2 0.0 0.0
C 0.0744 3.3473 3.0518 -0.1 0.0 0.0
C -1.2512 3.2849 3.4714 0.0 0.0 0.0
C -2.0572 2.1943 3.1447 0.1 0.0 0.0
C -1.4906 1.1983 2.3730 -0.2 -0.1 0.0
N -0.2505 1.3195 1.9365 0.1 -0.1 0.3
C -2.1337 -0.1319 1.9911 0.2 0.4 0.1
O -3.3615 -0.1912 1.9360 -0.1 -0.2 0.1
N -1.1877 -1.0548 1.6891 -0.2 -0.1 0.1
C -1.4641 -2.4392 1.7092 0.0 0.1 -0.1
C -0.6586 -3.3174 0.9466 0.0 0.0 -0.1
C 0.6786 -2.9652 0.3350 -0.1 0.2 0.0
C -0.9931 -4.6625 0.8597 0.0 0.0 0.0
C -2.0461 -5.1970 1.5795 0.0 0.0 0.0
C -2.7029 -4.3750 2.4738 0.0 0.0 0.0
C -2.4093 -3.0189 2.5882 0.0 0.0 0.0
C -3.0266 -2.2887 3.7509 0.0 0.0 0.0
H 2.7689 -2.3832 3.2388 0.0 0.0 0.0
H 2.5130 -0.7243 3.7836 0.0 0.0 0.0
H 1.5458 -1.3552 2.4822 0.0 0.0 0.0
H 4.9314 -2.5165 2.3960 0.0 0.0 0.0
H 6.7842 -1.6593 0.9903 0.0 0.0 0.0
H 6.5305 0.5144 -0.1599 0.0 0.0 0.0
H 5.1114 2.2235 -1.0229 0.0 0.0 0.0
H 3.4489 2.4415 -0.4447 0.0 0.0 0.0
H 4.7868 2.9589 0.5627 0.0 0.0 0.0
H 0.7450 4.1462 3.3326 0.0 0.0 0.0
H -1.6529 4.0771 4.0910 0.0 0.0 0.0
H -3.0767 2.0940 3.4875 0.0 0.0 0.0
H 0.8369 -1.9086 0.1110 0.1 -0.1 -0.1
H 1.4885 -3.2467 1.0092 0.0 0.0 0.0
H 0.8242 -3.4892 -0.6084 0.0 0.0 0.0
H -0.3815 -5.3062 0.2374 0.0 0.0 0.0
H -2.2990 -6.2455 1.4979 0.0 0.0 0.0
H -3.4485 -4.7921 3.1406 0.0 0.0 0.0
H -3.2717 -3.0123 4.5289 0.0 0.0 0.0
H -2.3289 -1.5665 4.1794 0.0 0.0 0.0
H -3.9241 -1.7372 3.4797 0.0 0.0 0.0
C -0.1208 1.8110 -5.2499 -0.1 0.0 0.1
N 0.2740 1.1228 -4.0368 0.3 0.0 0.0
C 1.0317 1.6715 -3.0615 -0.3 0.1 -0.2
N 1.1153 3.0346 -3.0582 0.2 -0.1 0.0
S 1.8210 0.7523 -1.9149 0.2 0.1 0.1
H -0.7815 1.1620 -5.8193 0.0 0.0 0.0
H 0.7369 2.0692 -5.8790 0.0 0.0 0.0
H -0.6765 2.7186 -5.0164 0.0 0.0 0.0
H 0.3554 0.1175 -4.0779 -0.1 0.0 0.0
H 1.1014 3.5315 -3.9361 -0.1 0.0 0.0
H 1.7685 3.3904 -2.3767 0.0 0.0 0.0
C -1.9808 4.4392 -0.7653 0.1 0.2 -0.1
S -2.3787 2.7031 -0.7826 0.0 -0.4 0.3
C -2.7081 2.5438 -2.5277 0.0 0.1 -0.2
O -1.0724 2.0122 -0.5501 0.1 -0.1 -0.1
H -2.8234 5.0123 -1.1504 0.0 0.0 0.0
H -1.0884 4.5782 -1.3779 0.0 0.0 0.0
H -1.7802 4.7150 0.2676 0.0 0.0 0.0
H -3.7111 2.9210 -2.7257 0.0 0.0 -0.1
H -2.6592 1.4782 -2.7461 0.0 0.0 0.0
H -1.9586 3.0902 -3.1000 0.0 0.0 0.0
N -3.1325 -0.4534 -0.9472 0.1 -0.1 -0.1
C -2.3236 -1.1439 -1.8165 -0.3 0.1 0.2
C -2.9075 -1.8238 -2.9069 0.0 0.0 0.0
C -2.1005 -2.4866 -3.7918 0.1 0.0 0.0
C -0.7162 -2.4633 -3.5927 -0.1 0.0 0.0
C -0.2424 -1.7676 -2.5049 0.1 0.0 0.1
N -1.0069 -1.1027 -1.6218 0.2 -0.2 -0.1
H -4.0804 -0.7886 -0.8799 0.0 0.0 0.0
H -2.7466 -0.2578 -0.0313 -0.1 -0.1 -0.3
H -3.9840 -1.8210 -3.0145 0.0 0.0 0.0
H -2.5334 -3.0256 -4.6252 0.0 0.0 0.0
H -0.0305 -2.9792 -4.2487 0.0 0.0 0.0
H 0.8237 -1.7164 -2.3265 0.0 0.0 0.0

=====

Repeat the third record exactly.
24
Properties=species:S:1:pos:R:3:forces:R:3 method="wB97M-V/def2-TZVPD" gap_ev=8.73 e_lumo_ev=0.4 smiles="[H]/N=C(/N(N)c1ccccc1S)S(=O)(=O)O" spin_multiplicity=1 de_lowest_ev=0.000 total_charge=0
H -0.0936 3.3220 -0.2656 -0.1 0.1 0.1
N 0.1052 2.3435 -0.4345 0.2 0.1 -0.6
C -0.3603 1.5781 0.4356 -0.4 1.3 0.8
N -0.3121 0.2509 0.5073 0.0 -1.1 0.0
N -0.8984 -0.4572 1.5613 0.1 0.0 0.7
C 0.3396 -0.5303 -0.4812 0.1 -0.3 -0.3
C 1.5796 -0.1537 -0.9731 0.0 0.0 0.0
C 2.2056 -0.9206 -1.9389 0.0 0.0 0.0
C 1.5945 -2.0704 -2.4105 0.0 0.0 0.0
C 0.3605 -2.4546 -1.9219 0.1 0.1 0.0
C -0.2806 -1.6869 -0.9579 -0.1 0.1 0.1
S -1.8722 -2.1091 -0.3435 -0.3 -0.4 0.0
S -1.2387 2.3344 1.8807 0.0 0.7 1.3
O -1.1997 3.7582 1.7274 0.2 -0.2 -0.2
O -2.5030 1.7342 2.2126 0.4 0.1 -0.4
O -0.1660 1.9498 3.0587 -0.4 -0.4 -1.1
H -1.8358 -0.1143 1.7608 0.2 -0.2 -0.2
H -0.3397 -0.3700 2.4080 0.0 0.0 -0.2
H 2.0393 0.7469 -0.6008 0.1 0.1 0.0
H 3.1694 -0.6222 -2.3181 0.1 0.0 0.0
H 2.0785 -2.6731 -3.1631 0.1 -0.1 -0.1
H -0.1185 -3.3478 -2.2978 0.0 0.0 0.0
H -2.0563 -3.1184 -1.1998 -0.1 0.0 -0.2
H -0.1974 2.6104 3.7542 -0.1 0.5 0.2